# 1
The following is a DFT calculation (wB97M-V/def2-TZVPD) of 2 unconnected molecules or ions with the total composition C12H9N4O9 in a non-equilibrium geometry.

Cartesian coordinates (Å):
O  3.556  0.561  3.304
O  -2.177  2.066  2.184
O  3.386  -1.990  0.460
O  5.203  2.057  3.009
O  5.345  1.294  -0.916
O  1.518  -2.813  1.246
O  6.090  2.463  0.854
O  0.615  3.576  -0.614
O  -2.085  -0.072  2.653
N  -0.317  3.030  0.243
N  -1.602  0.963  2.139
N  2.214  -1.842  0.882
N  1.806  2.803  -0.713
C  2.288  0.549  0.263
C  0.270  1.901  0.707
C  1.648  -0.519  0.927
C  -0.314  0.825  1.489
C  4.392  1.026  2.547
C  1.556  1.748  0.120
C  6.406  2.342  2.257
C  7.465  1.273  2.486
C  0.381  -0.383  1.547
C  4.565  0.626  1.188
C  5.342  1.427  0.293
C  6.924  3.702  2.739
H  -0.055  -1.231  2.067
H  7.158  3.652  3.806
H  3.129  0.427  -0.424
H  7.701  1.218  3.553
H  7.121  0.296  2.136
H  6.167  4.475  2.577
H  7.832  3.973  2.193
H  8.380  1.549  1.952
H  4.284  -0.374  0.887

## Properties
relative energy (zero: lowest compared OMol25 entry of this formula, charge and spin)	0.0	kJ/mol
net charge	-1
HOMO	-4.79	eV
E_LUMO	0.84	eV

Results of the natural (NBO) charge analysis, in e, for atoms 1 through 8:
1 O -0.650
2 O -0.372
3 O -0.392
4 O -0.549
5 O -0.639
6 O -0.404
7 O -0.546
8 O -0.143

=====

# 2
The following is a DFT calculation (wB97M-V/def2-TZVPD) of 13 unconnected molecules or ions with the total composition C134H146N6O14 in a non-equilibrium geometry.

Cartesian coordinates (Å):
O  6.576  -4.183  -8.455
O  -14.304  6.145  6.747
O  1.523  -11.257  -5.449
O  3.488  3.107  -8.499
O  5.620  11.998  5.094
O  1.358  6.229  -4.571
O  5.196  -10.534  5.014
O  0.391  -8.854  -10.288
O  3.612  -5.366  5.808
O  5.863  6.888  2.958
O  -3.783  -9.668  6.626
O  7.080  -8.994  -5.954
O  -6.911  -6.050  3.840
O  -9.210  7.945  5.847
N  2.279  3.838  10.313
N  0.718  0.742  -0.097
N  -5.319  8.940  -2.274
N  -1.650  -2.074  -13.065
N  9.941  1.277  6.578
N  -9.022  -0.750  -0.858
C  -4.512  -8.851  5.963
C  -7.039  -11.083  4.114
C  6.607  -5.239  -7.828
C  -7.799  -1.572  -0.962
C  4.013  5.206  -4.199
C  0.535  -11.756  -10.168
C  -12.136  10.845  6.391
C  -1.770  -3.184  -14.080
C  -12.095  5.752  5.965
C  6.861  -7.865  -6.473
C  -10.611  -2.716  -0.361
C  1.064  -13.715  -8.807
C  -6.817  -1.114  -2.021
C  9.683  2.677  6.799
C  2.933  -9.553  3.378
C  -7.687  -10.134  3.235
C  0.322  6.539  -7.223
C  0.620  -13.130  -9.971
C  3.861  4.195  -6.388
C  1.309  4.837  -9.189
C  3.279  8.111  3.245
C  6.399  -6.507  -8.607
C  0.327  5.708  -9.494
C  -10.148  3.820  5.308
C  -7.324  -8.827  3.299
C  0.019  1.324  -1.200
C  -11.205  9.950  6.021
C  0.003  1.009  1.145
C  -3.098  -5.537  7.130
C  -4.327  -7.341  6.049
C  5.685  10.880  4.445
C  5.846  3.941  -5.003
C  -3.894  -4.630  6.346
C  7.356  -6.573  -4.389
C  1.761  -9.037  2.876
C  3.591  4.510  10.037
C  -5.489  8.152  -3.541
C  -12.875  8.100  6.305
C  8.115  10.920  4.311
C  -6.387  -8.348  4.231
C  3.980  -6.505  5.515
C  1.327  5.610  -6.865
C  0.848  -6.437  -6.979
C  5.649  -7.705  -10.649
C  -2.555  -2.133  -11.981
C  8.198  8.261  3.300
C  7.645  -8.033  7.407
C  -6.060  -10.668  4.958
C  -6.665  9.115  -1.705
C  3.580  5.955  10.368
C  2.032  8.750  3.409
C  3.248  -7.423  4.543
C  -9.786  1.575  -0.139
C  3.636  -8.772  4.326
C  -4.923  -5.120  5.514
C  6.028  -6.535  -10.006
C  7.051  -6.549  -5.756
C  5.758  -8.888  -9.961
C  -6.247  -6.860  4.452
C  10.407  3.304  7.990
C  -13.226  6.599  6.436
C  -3.389  -6.894  6.995
C  1.651  4.093  11.624
C  2.152  -6.873  3.913
C  -11.479  3.454  5.526
C  3.002  0.116  0.443
C  -5.191  -6.474  5.393
C  -4.673  6.797  -1.133
C  9.324  10.283  3.975
C  -12.372  4.351  5.838
C  6.900  -8.762  6.472
C  1.078  -9.244  -6.687
C  -5.654  -9.306  5.010
C  -0.210  6.496  -8.565
C  3.060  3.906  -7.678
C  0.803  -2.027  -12.444
C  6.801  -4.167  -5.625
C  9.648  0.452  7.675
C  6.153  -8.877  -8.658
C  7.431  -5.432  -3.627
C  2.158  2.411  9.979
C  3.191  10.846  4.110
C  -8.648  0.591  -0.316
C  6.979  8.804  3.671
C  1.868  4.800  -7.906
C  -10.010  -1.378  0.092
C  3.237  4.925  -5.321
C  1.935  5.579  -5.464
C  1.133  -12.955  -7.651
C  -2.459  -1.048  -10.859
C  5.281  4.650  -3.971
C  9.314  8.965  3.480
C  5.709  -8.303  5.791
C  6.968  10.163  4.231
C  -0.412  -1.281  -13.027
C  -6.624  10.119  -0.496
C  4.445  10.168  3.928
C  2.030  10.076  3.919
C  2.152  1.150  -0.038
C  0.662  -7.271  -8.076
C  5.214  3.825  -6.269
C  -9.809  5.219  5.430
C  1.099  -7.003  -5.738
C  9.088  0.847  5.468
C  2.474  3.519  12.737
C  -6.024  9.118  -4.628
C  -1.358  0.311  1.259
C  0.605  -9.430  -9.190
C  -13.492  10.462  6.564
C  5.260  -6.963  6.094
C  2.208  2.223  8.473
C  7.219  -4.210  -4.319
C  6.437  -7.710  -7.900
C  5.987  -6.212  7.083
C  -4.442  8.313  -1.354
C  -11.551  8.535  6.000
C  4.518  8.771  3.538
C  -10.759  6.193  5.770
C  6.847  -5.327  -6.386
C  -10.413  7.577  5.945
C  7.126  -6.770  7.723
C  8.188  0.447  8.340
C  4.891  -9.326  5.018
C  1.186  -10.729  -6.545
C  1.385  -7.715  3.103
C  0.699  -10.934  -9.042
C  0.292  0.546  -2.499
C  9.820  1.204  4.166
C  -13.850  9.098  6.525
C  5.770  8.074  3.330
C  1.016  -11.554  -7.801
C  1.290  -8.388  -5.590
C  -3.227  -3.197  -14.639
C  0.842  -8.689  -7.982
H  2.903  6.568  9.773
H  1.140  2.060  10.149
H  -0.027  5.689  -10.514
H  -5.385  9.998  -4.551
H  10.881  1.386  4.337
H  -6.167  7.334  -3.300
H  1.452  -8.922  -4.666
H  0.274  -11.276  -11.099
H  5.183  -7.771  -11.621
H  -0.034  7.250  -6.493
H  -4.727  6.213  -2.052
H  6.543  -3.216  -6.069
H  -3.063  -1.433  -10.038
H  -7.978  -8.167  2.748
H  9.649  0.296  3.589
H  -9.137  2.428  0.061
H  2.795  -0.295  1.431
H  -7.394  -1.744  0.035
H  6.856  3.639  -4.766
H  3.304  7.062  2.991
H  8.600  2.772  6.877
H  -3.593  -2.191  -12.307
H  -8.499  -10.520  2.638
H  1.445  2.800  7.951
H  -10.169  10.199  5.850
H  5.749  3.326  -7.065
H  -3.669  -3.574  6.328
H  -11.400  -3.117  0.277
H  6.155  -9.820  -8.131
H  2.492  1.320  -1.060
H  -4.535  7.636  -3.653
H  1.999  1.170  8.288
H  -9.597  -1.498  1.093
H  -0.466  -0.238  -2.504
H  4.283  4.057  10.748
H  -7.076  9.336  -4.441
H  -7.297  -12.130  4.168
H  2.257  2.125  0.438
H  5.888  4.928  -3.122
H  -5.405  -4.322  4.970
H  -7.620  10.503  -0.276
H  7.803  1.422  8.638
H  -6.107  -1.925  -2.179
H  10.240  10.799  4.225
H  1.174  -9.616  2.178
H  -3.479  -3.917  -15.417
H  -0.106  0.999  -3.407
H  -10.457  1.211  0.639
H  -5.866  8.611  -5.579
H  0.497  -13.768  -10.834
H  0.440  -6.859  -9.050
H  1.470  5.156  11.780
H  -2.326  -2.957  -11.305
H  3.190  2.428  8.046
H  5.992  -5.574  -10.497
H  0.676  -2.197  -11.375
H  -2.829  -0.078  -11.190
H  7.217  -9.768  6.238
H  3.160  11.844  4.521
H  -3.419  8.492  -1.685
H  -11.841  11.871  6.556
H  9.007  -0.239  5.515
H  -10.455  1.758  -0.980
H  3.532  6.221  11.424
H  -13.392  4.029  5.992
H  -10.753  -0.581  0.140
H  -5.674  -11.345  5.706
H  -7.996  0.533  0.555
H  -6.306  -0.167  -1.849
H  0.719  -5.365  -7.016
H  8.265  -0.260  9.166
H  10.399  0.489  8.464
H  10.030  3.150  5.881
H  -1.073  7.084  -8.839
H  -5.962  10.870  -0.928
H  11.491  3.253  7.881
H  -7.267  9.575  -2.488
H  4.576  6.393  10.310
H  -9.794  -3.423  -0.507
H  3.971  0.571  0.649
H  2.050  3.595  13.738
H  -0.952  -3.233  -14.799
H  0.235  2.348  -1.505
H  -14.832  8.787  6.848
H  -1.117  -0.738  1.091
H  -5.504  6.382  -0.563
H  -1.988  0.595  0.415
H  7.719  -6.156  8.385
H  8.028  11.974  4.531
H  -4.441  8.916  -0.446
H  8.268  7.245  2.941
H  -1.475  -4.038  -13.471
H  -7.224  -0.882  -3.005
H  3.269  -10.547  3.123
H  0.414  -7.382  2.767
H  1.724  4.204  -9.960
H  0.638  3.693  11.660
H  10.043  2.795  8.883
H  7.177  -3.346  -3.672
H  -1.944  0.549  2.147
H  2.653  2.452  12.601
H  3.080  -0.717  -0.256
H  -6.999  8.097  -1.508
H  -14.192  11.223  6.877
H  -0.129  2.056  1.421
H  -2.353  -5.170  7.820
H  -7.958  1.094  -0.993
H  -0.161  -1.122  -14.076
H  3.696  5.864  -3.403
H  -9.374  3.145  4.975
H  10.302  8.563  3.306
H  8.087  1.279  5.477
H  10.036  4.327  8.058
H  -7.976  -2.556  -1.395
H  1.167  -14.787  -8.885
H  8.395  -8.512  8.018
H  -1.448  -0.855  -10.499
H  7.352  0.188  7.689
H  -3.769  6.475  -0.616
H  2.831  1.696  10.452
H  9.450  2.153  3.777
H  -6.098  9.761  0.389
H  -1.069  1.289  -1.144
H  1.296  -13.383  -6.673
H  3.667  4.320  8.967
H  0.653  0.684  1.957
H  1.039  -2.911  -13.035
H  -3.813  -3.661  -13.845
H  5.475  -5.296  7.338
H  1.932  -5.837  4.125
H  -2.783  -7.588  7.559
H  7.625  -7.509  -3.924
H  1.122  8.183  3.277
H  5.523  -9.800  -10.490
H  7.580  -5.483  -2.558
H  -8.750  5.400  5.316
H  1.343  0.289  -2.625
H  -3.527  -2.161  -14.798
H  1.078  10.554  4.100
H  1.677  -1.378  -12.503
H  -11.103  -2.614  -1.328
H  9.786  -0.596  7.411
H  -11.830  2.448  5.346
H  1.200  -6.348  -4.886
H  3.432  4.036  12.771
H  -0.418  -0.341  -12.476

## Properties
HOMO	-7.52	eV
E_LUMO	-1.51	eV

Results of the Löwdin charge analysis, in e, for atoms 1 through 8:
1 O 0.098
2 O 0.113
3 O 0.058
4 O 0.095
5 O 0.032
6 O 0.076
7 O 0.073
8 O 0.064

=====

# 3
The following is a DFT calculation (wB97M-V/def2-TZVPD) of a molecular structure, C13H10AlBrN3O2S5.

Cartesian coordinates (Å):
Br  -0.607  -1.126  6.303
S  2.492  -1.540  -2.632
S  1.952  2.196  -2.741
S  3.618  3.299  -2.196
S  4.985  1.807  -1.892
S  4.072  0.785  -0.357
Al  1.986  0.352  -1.343
O  1.351  -0.152  0.233
O  -0.755  -0.567  0.900
N  2.561  0.371  4.158
N  1.000  -3.455  -1.134
N  -0.143  0.310  -2.023
C  -4.435  0.083  -2.134
C  0.490  -0.564  4.862
C  -2.284  1.211  -1.459
C  1.743  -0.035  5.126
C  2.145  0.252  2.890
C  0.900  -0.261  2.550
C  -2.141  -0.781  -2.735
C  -0.762  -0.679  -2.669
C  -2.933  0.168  -2.112
C  0.421  -0.359  1.125
C  0.049  -0.675  3.562
C  -0.908  1.244  -1.433
C  1.607  -2.666  -1.732
H  -0.125  -1.416  -3.137
H  2.094  0.063  6.148
H  -2.849  1.983  -0.946
H  -2.586  -1.617  -3.265
H  -4.773  -0.865  -2.550
H  -4.836  0.180  -1.122
H  -4.858  0.894  -2.734
H  -0.379  2.051  -0.937
H  -0.924  -1.072  3.308
H  2.831  0.579  2.116

## Properties
net charge	-1
HOMO	-4.77	eV
E_LUMO	2.36	eV

Results of the natural (NBO) charge analysis, in e, for atoms 1 through 8:
1 Br 0.035
2 S -0.275
3 S -0.527
4 S -0.053
5 S -0.042
6 S -0.515
7 Al 1.481
8 O -0.916

=====

# 4
The following is a DFT calculation (wB97M-V/def2-TZVPD) of a molecular structure, C13H10AuF5N in a non-equilibrium geometry.

Cartesian coordinates (Å):
Au  0.798  -0.057  -0.617
F  0.032  -5.193  2.583
F  -2.252  -3.798  1.921
F  2.507  -4.072  2.128
F  2.712  -1.704  0.892
F  -2.088  -1.343  0.814
N  -2.144  1.738  1.450
C  0.322  -1.503  0.691
C  1.379  -3.396  1.814
C  -2.274  1.640  -0.001
C  2.072  0.563  -2.222
C  -1.031  -3.249  1.708
C  1.405  1.378  -3.206
C  0.122  -3.956  2.056
C  -0.913  -2.006  1.069
C  1.459  -2.171  1.156
C  1.325  2.699  -2.718
C  2.350  1.460  -1.051
C  1.893  2.772  -1.417
C  -3.349  2.253  0.961
H  -4.277  1.710  1.169
H  -2.264  0.789  1.805
H  2.631  -0.344  -2.413
H  -1.647  2.301  -0.583
H  1.071  1.029  -4.176
H  2.038  3.678  -0.819
H  0.962  3.568  -3.284
H  -2.439  0.660  -0.413
H  -3.456  3.324  0.953
H  3.056  1.228  -0.250

## Properties
relative energy (zero: lowest compared OMol25 entry of this formula, charge and spin)	0.0	kJ/mol
multiplicity	3
net charge	-1
HOMO (alpha / beta)	-0.16 / -5.01	eV
E_LUMO (alpha / beta)	3.41 / 1.45	eV

Results of the natural (NBO) charge analysis, in e, for atoms 1 through 8:
1 Au 0.494
2 F -0.318
3 F -0.327
4 F -0.318
5 F -0.337
6 F -0.352
7 N -0.602
8 C -0.586

=====

# 5
The following is a DFT calculation (wB97M-V/def2-TZVPD) of a molecular structure, C13H10Cl5HfN in a non-equilibrium geometry.

Cartesian coordinates (Å):
Hf  -0.525  -0.507  -0.932
Cl  2.147  0.938  0.893
Cl  1.917  1.824  3.826
Cl  -1.943  -2.512  1.558
Cl  -2.135  -1.676  4.592
Cl  -0.161  0.480  5.727
N  -2.451  -0.011  -0.493
C  -0.154  -0.480  1.305
C  0.975  1.680  -1.781
C  -1.058  -0.867  3.541
C  0.808  0.370  1.853
C  -0.255  1.958  -1.127
C  0.778  0.716  3.215
C  -1.310  1.451  -1.967
C  -0.697  0.719  -3.058
C  -0.168  0.102  4.069
C  -1.003  -1.192  2.167
C  0.808  -2.191  -1.736
C  1.787  -1.337  -1.159
C  0.721  0.881  -2.925
H  -1.216  0.272  -3.911
H  0.486  -3.110  -1.194
H  -2.351  1.769  -1.953
H  2.256  -1.595  -0.210
H  -3.422  0.088  -0.226
H  1.932  2.127  -1.541
H  0.658  -2.287  -2.829
H  1.472  0.537  -3.642
H  -0.391  2.628  -0.285
H  2.494  -0.778  -1.775

## Properties
relative energy (zero: lowest compared OMol25 entry of this formula, charge and spin)	363.4	kJ/mol
HOMO (alpha / beta)	-7.02 / -7.02	eV
E_LUMO (alpha / beta)	-1.89 / -1.89	eV

Results of the natural (NBO) charge analysis, in e, for atoms 1 through 8:
1 Hf 1.845
2 Cl 0.021
3 Cl 0.057
4 Cl 0.073
5 Cl 0.058
6 Cl 0.070
7 N -1.112
8 C -0.532

=====

# 6
The following is a DFT calculation (wB97M-V/def2-TZVPD) of a molecular structure, C13H10CuFNO7 in a non-equilibrium geometry.

Cartesian coordinates (Å):
Cu  0.071  2.662  1.106
F  -7.771  -1.497  1.559
O  4.573  -5.405  -0.260
O  0.875  -1.525  -1.200
O  2.119  -1.784  1.221
O  2.693  -5.572  -2.612
O  -6.041  -0.496  0.543
O  -4.969  -1.046  2.338
O  -4.863  1.104  1.391
N  3.131  4.686  -1.319
C  -6.628  -1.710  0.932
C  -5.275  -0.014  1.435
C  2.365  -2.616  0.342
C  2.246  5.622  -1.683
C  3.372  -3.632  0.462
C  1.564  -2.551  -1.051
C  1.757  -3.650  -1.973
C  2.689  -4.624  -1.746
C  -5.557  -2.224  1.787
C  2.001  6.390  -0.542
C  3.540  -4.625  -0.475
C  3.594  4.823  -0.004
C  2.885  5.844  0.491
H  -6.807  -2.369  0.083
H  1.292  7.200  -0.461
H  1.056  -3.708  -2.792
H  3.075  6.097  1.524
H  3.623  4.079  -1.959
H  3.985  -3.616  1.350
H  4.328  4.101  0.321
H  -4.752  -2.769  1.293
H  1.878  5.592  -2.698
H  -6.045  -2.767  2.596

## Properties
relative energy (zero: lowest compared OMol25 entry of this formula, charge and spin)	557.9	kJ/mol
net charge	-1
HOMO	-2.94	eV
E_LUMO	-0.91	eV

Results of the natural (NBO) charge analysis, in e, for atoms 1 through 8:
1 Cu 0.253
2 F -0.322
3 O -0.623
4 O -0.617
5 O -0.602
6 O -0.626
7 O -0.480
8 O -0.494

=====

Respective E_tot values: -36971.3059; -178922.6335; -153033.1166; -32407.5085; -79047.3952; -76816.9863 eV.